No. 1
24
Properties=species:S:1:pos:R:3:forces:R:3:mulliken_charge:R:1 method="wB97M-V/def2-TZVPD" smiles=CNCCN.O.O.O total_charge=0 de_lowest_ev=2.467 lumo_energy_ev=0.4676
N -1.8160 1.4818 -1.3435 0.4590 3.8732 -4.1068 -0.71
C -1.2671 0.4126 -0.6362 0.5744 -0.0074 3.8461 -0.17
C -0.9573 0.8835 0.9211 -2.6384 0.8277 -1.1991 -0.54
N 0.2490 0.3619 1.4247 1.8601 -0.0828 1.6102 -0.08
C 0.8562 0.9871 2.6857 -2.1134 0.2371 -1.3148 -0.78
H -2.2047 1.2936 -2.2967 0.0756 -0.8216 1.3893 0.31
H -1.1325 2.2829 -1.7155 -1.2294 -2.3383 1.9586 0.24
H -1.9200 -0.4386 -0.5647 -0.9793 -0.0012 -0.0795 0.47
H -0.3758 -0.0807 -0.8912 1.8589 -0.0763 -1.1416 -0.18
H -1.0682 2.0382 0.9863 0.2885 -1.5729 -0.2298 0.32
H -1.8143 0.4436 1.4915 0.4847 0.6619 -0.0878 0.25
H 0.9533 0.3138 0.7164 0.1530 0.1663 -0.4080 0.15
H 0.2440 0.5396 3.5276 1.4812 0.3352 -0.4927 0.25
H 1.9618 0.7802 2.6060 -1.3116 0.2253 0.8113 0.28
H 0.6052 2.1206 2.7424 0.7826 -1.5846 -0.2769 0.23
H -0.9225 -1.8436 -3.7389 0.6701 -2.7451 -0.4248 0.28
H -0.4207 -0.7986 -2.6290 0.3710 -0.7508 0.1795 0.37
O -0.9553 -1.0013 -3.3905 -1.0669 3.4709 0.1479 -0.63
H 0.9399 -3.9725 0.9927 0.1205 1.4311 -0.6589 0.31
H 0.5790 -2.4288 1.1572 1.0197 -1.3318 -1.3571 0.33
O 1.0451 -3.0917 0.5401 -1.1331 0.1227 1.9766 -0.65
H 2.8805 0.1589 -0.2659 0.0458 0.2813 0.1830 0.29
H 2.3911 -0.5984 -1.4274 -0.2132 -0.4031 -0.4368 0.30
O 2.1493 0.1560 -0.8921 0.4400 0.0834 0.1120 -0.65

***

No. 2
123
Properties=species:S:1:pos:R:3:forces:R:3:mulliken_charge:R:1 method="wB97M-V/def2-TZVPD" total_charge=+2 lumo_energy_ev=-11.6839
K 6.2730 0.2180 9.9971 0.0396 0.0420 0.0245 1.00
Hg 0.4297 -8.8502 -6.0066 -0.0546 0.0809 0.0085 0.61
O 2.0417 -0.5005 3.5257 -1.4794 -0.5576 -1.6411 -0.49
C 1.3729 -0.6366 2.5289 2.1669 -0.9552 0.9367 0.62
O 1.0753 -1.7552 1.8491 -0.1185 0.6782 0.1157 -0.37
B 0.1350 -1.4209 0.7538 -0.7637 0.3618 0.3699 0.84
O 0.0051 0.0595 0.7904 0.5382 -0.7892 -1.0530 -0.43
C 0.8511 0.5291 1.6487 -0.2488 2.6826 0.9583 0.63
O 1.1242 1.6798 1.8625 -0.1042 -1.0246 -0.3313 -0.47
O -1.2137 -1.9037 1.0609 -0.7344 -2.1905 -2.0976 -0.40
C -1.6276 -2.8049 0.1016 -0.2114 0.6173 2.0521 0.56
O -2.5883 -3.4994 0.1266 0.7683 0.6936 -0.3262 -0.40
C -0.4555 -2.8206 -1.0033 1.5477 -2.1748 -3.2949 0.70
O 0.4832 -1.9956 -0.5856 -0.6972 -0.2078 0.4644 -0.34
O -0.3965 -3.5611 -2.0080 -0.6589 2.8337 3.8037 -0.47
C -5.9096 -3.3296 10.7422 -0.3161 1.5645 -0.8055 -0.61
O -5.0474 -3.3070 9.5928 0.9604 0.1464 -1.9588 -0.31
C -4.9397 -2.3088 8.6346 -1.1447 1.5064 1.8013 0.75
O -5.5354 -1.2062 8.7094 2.4388 -4.1885 -0.8618 -0.56
O -3.9906 -2.6499 7.6731 -1.3641 0.5461 0.4381 -0.29
C -3.4272 -3.9704 7.5250 0.6289 -0.5878 1.6189 -0.63
H -5.4323 -3.9827 11.4728 -0.2312 0.0906 -0.2003 0.22
H -6.9161 -3.6206 10.4414 0.1571 -0.5002 0.0710 0.27
H -6.0263 -2.3040 11.0926 0.2257 -0.0441 0.3786 0.31
H -2.3960 -3.9567 7.1720 -0.1834 0.9951 -0.5708 0.28
H -3.9576 -4.6980 6.9108 -0.5902 0.5811 -0.0272 0.28
H -3.2538 -4.4052 8.5094 -0.5766 -0.1155 0.1097 0.28
C 3.8635 -1.0326 -7.8057 1.5370 1.4171 0.8486 -0.60
O 3.8240 -2.4367 -7.8416 -1.7913 -0.1116 -1.4598 -0.28
C 4.2180 -3.1871 -6.8838 1.8899 -2.5577 2.7090 0.77
O 3.8483 -4.3516 -6.7062 0.6910 2.5572 -0.2659 -0.57
O 5.2372 -2.5818 -6.0996 -1.6426 -0.3688 -1.7183 -0.30
C 5.6596 -3.2881 -4.9656 0.0589 -1.5748 1.1028 -0.62
H 4.9226 -0.7791 -7.8511 -0.0786 0.4749 -0.3048 0.29
H 3.5209 -0.6158 -6.8586 -0.2632 -0.3385 0.1041 0.31
H 3.3059 -0.5406 -8.6027 0.0144 -0.8009 -0.1652 0.24
H 4.8284 -3.4752 -4.2859 -0.0258 0.6805 0.3140 0.27
H 6.5277 -2.8254 -4.4960 -0.4835 0.6588 -0.1326 0.26
H 5.9956 -4.3149 -5.1104 0.0619 -0.0701 -1.0171 0.29
C -1.2179 13.4642 -2.7827 -0.4117 -0.3180 0.8621 -0.61
O -0.8007 12.1308 -2.4669 -0.4308 0.1371 -0.2936 -0.31
C 0.1630 12.0078 -1.5545 0.2559 2.8034 -0.3248 0.80
O 0.5926 12.8718 -0.8062 -0.7970 -1.0745 -0.5101 -0.55
O 0.6572 10.8375 -1.7688 1.5207 -2.8132 0.6778 -0.29
C 1.6134 10.3597 -0.8221 0.3122 -0.3566 1.4525 -0.70
H -1.5870 13.8773 -1.8440 0.2765 0.6368 -0.2031 0.30
H -2.0763 13.3825 -3.4495 0.3516 -0.1056 -0.1659 0.22
H -0.3734 13.9964 -3.2206 -0.2761 0.2356 0.1073 0.28
H 2.5229 10.9514 -0.7183 -0.1375 0.2203 -0.6321 0.30
H 1.8730 9.3111 -0.9680 -0.1665 0.2044 -0.9709 0.26
H 1.2144 10.3252 0.1917 -0.4972 0.4299 0.0002 0.31
C -6.2339 -0.1982 -3.7039 0.0586 -0.0298 -1.2251 -0.66
O -5.5538 1.0643 -3.4280 -0.3770 0.5631 0.6730 -0.29
C -4.4177 1.5245 -3.9853 0.8795 -0.4707 -0.6226 0.77
O -3.7458 0.9282 -4.8107 -0.6851 0.7838 1.0821 -0.53
O -4.1281 2.7721 -3.4821 -2.0004 -1.6235 0.6305 -0.28
C -2.8606 3.3844 -3.5350 0.9447 -0.2756 -0.3064 -0.62
H -6.5117 -0.7859 -2.8289 1.2290 0.3065 0.5298 0.26
H -5.7049 -0.7648 -4.4701 0.2894 -0.0825 0.3959 0.32
H -7.2416 -0.0764 -4.1012 0.1437 1.1214 -0.3916 0.28
H -2.0642 2.6531 -3.3972 0.0411 -0.2039 -0.8736 0.31
H -2.6591 4.0307 -2.6808 -1.0211 0.1718 0.1565 0.25
H -2.8247 3.9919 -4.4393 0.5034 -0.2713 -0.0354 0.28
C 12.4809 6.9090 8.8383 1.0370 -1.0188 0.7013 -0.62
O 11.3771 7.1908 8.0306 -2.6272 -0.5373 -1.8242 -0.27
C 10.3858 6.2333 7.7820 1.1031 -0.7469 1.8468 0.76
O 10.2741 5.1739 8.3740 0.4722 0.8587 -0.3359 -0.58
O 9.5396 6.6355 6.8624 0.9879 0.8934 -0.8230 -0.29
C 8.3121 5.9335 6.5620 0.2923 1.6196 0.2622 -0.62
H 13.1158 6.1271 8.4217 -0.2854 -0.3507 -0.1298 0.29
H 12.2000 6.6151 9.8497 -0.1248 0.0503 -0.0261 0.28
H 13.1591 7.7612 8.8823 -0.6380 0.3867 -0.0992 0.25
H 8.3981 4.9066 6.2067 0.2916 0.0390 0.5777 0.26
H 7.9377 6.5593 5.7519 -0.1717 -0.2952 -0.0592 0.24
H 7.6974 6.1576 7.4338 -0.3750 -0.9235 -0.0951 0.31
C -4.5412 4.6528 2.8942 0.0092 0.1386 -0.1222 -0.58
O -5.8709 5.1956 3.0565 -0.9055 -1.1865 -0.6352 -0.30
C -6.9364 4.3515 2.9517 -2.9341 1.8851 3.1552 0.79
O -8.0799 4.7404 3.3842 4.2362 -1.7467 -2.3668 -0.54
O -6.6024 3.1186 2.6112 1.2227 0.6820 -0.3431 -0.29
C -7.5493 2.0953 2.4519 -2.3999 0.5651 -0.4592 -0.66
H -4.2024 4.6723 1.8584 -0.3859 0.0660 -0.1987 0.26
H -4.5024 3.6155 3.2266 0.1584 0.2770 0.2816 0.30
H -3.8887 5.3333 3.4413 -0.1399 -0.2915 0.2103 0.26
H -8.2476 2.0617 3.2881 0.7114 -0.6023 0.6648 0.33
H -7.0806 1.1687 2.1205 0.1317 0.3043 0.5090 0.24
H -8.2818 2.4182 1.7121 0.2936 -0.0917 -0.6939 0.31
C -3.7145 -3.8044 -9.7497 0.5664 -0.5200 -1.1345 -0.62
O -4.7919 -4.5957 -9.2835 0.0714 -0.6085 0.8978 -0.27
C -4.5848 -5.7154 -8.5625 1.6043 -0.7902 1.6897 0.81
O -3.5513 -6.3748 -8.2409 -2.8394 2.6840 -1.7196 -0.58
O -5.7908 -5.9851 -8.0701 0.2675 0.1835 0.1285 -0.28
C -5.8837 -6.9766 -7.0532 -0.5542 -0.2045 0.0344 -0.63
H -2.8289 -4.0272 -9.1545 0.1555 0.0734 -0.4706 0.31
H -3.9070 -2.7327 -9.8005 -0.6369 -0.1137 0.9279 0.24
H -3.6806 -4.0500 -10.8112 1.0010 -0.2424 -0.0107 0.27
H -5.2823 -6.7880 -6.1639 0.6299 0.0793 -0.4489 0.30
H -5.6768 -7.9333 -7.5327 -0.1023 -0.1496 0.5634 0.29
H -6.9010 -6.8734 -6.6756 -0.1179 -0.4165 -0.4241 0.23
C -2.7168 -11.1800 1.2511 0.7382 -0.6902 0.8561 -0.68
O -3.7589 -11.6326 0.4038 0.2601 -0.4170 -1.2395 -0.31
C -3.5799 -11.6114 -0.9488 1.5313 3.6933 0.0589 0.83
O -2.7831 -10.8529 -1.5507 -1.5623 -2.5965 1.7956 -0.60
O -4.4898 -12.2930 -1.5730 1.1590 0.8056 -1.6719 -0.28
C -5.6127 -12.7960 -0.9588 -1.0775 -2.1357 0.7986 -0.61
H -2.0242 -11.9885 1.4852 0.1824 -0.3439 -0.6427 0.30
H -3.1586 -11.0661 2.2410 -0.2614 0.9074 -0.2972 0.25
H -2.1153 -10.3607 0.8574 -0.5861 0.2156 0.0616 0.31
H -5.3103 -13.3624 -0.0779 -0.3325 0.1586 0.2003 0.31
H -5.9757 -13.5293 -1.6789 -0.3580 0.1403 0.1067 0.26
H -6.4008 -12.0807 -0.7237 0.3335 0.2794 -0.0615 0.28
C 7.8890 3.2337 -2.2497 -0.6360 -0.3555 -1.5587 -0.62
O 8.6858 2.8475 -1.2001 2.2140 0.8994 2.0094 -0.30
C 8.2482 1.9736 -0.3408 -2.7125 -2.3217 -0.5365 0.84
O 7.2052 1.3262 -0.5343 2.0445 0.9899 1.0842 -0.61
O 9.0957 1.8758 0.6807 0.8392 0.8824 -0.1562 -0.29
C 9.0658 0.7983 1.5814 -1.6940 -1.4568 0.1314 -0.67
H 8.4748 3.9672 -2.8036 -0.2872 0.0504 0.0713 0.21
H 6.9244 3.6191 -1.9194 0.0539 0.0191 -0.0758 0.29
H 7.7665 2.3366 -2.8566 -0.5058 0.2479 -0.3988 0.29
H 8.0326 0.5067 1.7700 -0.2623 0.2342 0.1034 0.31
H 9.5043 1.0109 2.5564 0.3472 0.5393 -0.5160 0.25
H 9.4689 -0.1213 1.1572 0.5984 0.2657 -0.1631 0.30

***

No. 3
52
Properties=species:S:1:pos:R:3:forces:R:3:mulliken_charge:R:1 method="wB97M-V/def2-TZVPD" smiles="CCOC(=O)COc1ccccc1[C@H]1Nc2ccccc2C(=O)N1c1cccc(Cl)c1" total_charge=0 lumo_energy_ev=0.5093
C 1.9700 -6.1986 -0.4929 0.1660 0.3270 -0.2005 -1.09
C 3.1402 -5.3764 -1.0110 0.0795 -0.2961 0.4394 -0.20
H 3.6805 -4.9164 -0.1780 -0.0067 -0.0855 -0.1734 0.30
H 3.8202 -5.9846 -1.6098 -0.0508 0.1108 0.0794 0.30
O 2.6938 -4.3418 -1.8984 -0.0492 -0.0048 -0.3923 -0.36
C 2.2482 -3.2201 -1.3376 -0.0757 0.2990 0.0395 0.63
O 2.2059 -2.9993 -0.1600 0.0575 -0.0062 -0.0025 -0.56
C 1.8081 -2.2277 -2.4140 0.0757 -0.1567 -0.0011 -0.54
O 0.9855 -1.2203 -1.8889 -0.0535 0.0598 0.1590 -0.35
C -0.1739 -1.5955 -1.2512 -0.4320 0.0224 0.1759 0.45
C -0.7581 -2.8482 -1.3648 0.2841 0.0898 -0.1887 -0.79
C -1.9535 -3.1151 -0.7181 -0.0850 0.0437 0.0695 -0.86
C -2.5707 -2.1402 0.0405 -0.0997 -0.1219 0.0058 -1.03
C -1.9843 -0.8912 0.1623 0.1467 -0.0457 -0.0579 -0.31
C -0.7879 -0.6065 -0.4706 0.2881 0.0024 -0.1086 0.68
C -0.0944 0.7503 -0.3842 0.1110 -0.4105 -0.1921 -0.34
N -0.6877 1.6025 0.6227 0.0607 0.0822 -0.1103 0.32
C -1.8641 2.2719 0.3626 0.0980 0.1729 0.0116 0.86
O -2.4781 2.8704 1.2242 -0.1580 0.0209 0.0311 -0.67
C -2.2708 2.2734 -1.0574 -0.0508 -0.0717 -0.3125 0.31
C -3.5181 2.7726 -1.4145 0.0574 -0.0627 -0.0211 -0.64
C -3.8724 2.8870 -2.7441 -0.1566 0.0747 0.0599 -0.73
C -2.9646 2.5236 -3.7295 0.0986 -0.0612 0.0311 -0.46
C -1.7206 2.0278 -3.3928 0.0214 -0.0421 -0.0649 -0.83
C -1.3649 1.8839 -2.0541 -0.2472 0.2295 0.1103 0.45
N -0.1253 1.4330 -1.6609 0.4250 0.1236 -0.0860 -0.25
H 0.4395 0.9929 -2.3729 -0.1087 -0.0392 0.0753 0.40
H -1.0151 1.7434 -4.1606 0.0647 -0.0258 -0.0841 0.40
H -3.2329 2.6232 -4.7713 -0.0083 0.0030 -0.0814 0.40
H -4.8442 3.2681 -3.0174 -0.0798 0.0360 -0.0118 0.40
H -4.1903 3.0732 -0.6252 -0.0408 0.0389 0.0718 0.48
C -0.0974 1.6480 1.9035 0.1468 0.0603 0.5618 0.02
C -0.8589 1.4512 3.0503 -0.0162 -0.0579 -0.0693 -0.39
C -0.2614 1.5196 4.2958 0.0490 -0.0252 -0.0385 -0.80
C 1.0936 1.7693 4.4217 0.0876 0.0472 -0.0441 -0.48
C 1.8428 1.9665 3.2735 -0.2319 -0.0907 0.0391 -0.02
C 1.2637 1.9166 2.0193 -0.1222 -0.0210 0.0022 -0.09
H 1.8644 2.1055 1.1433 0.0570 0.0287 -0.0822 0.57
Cl 3.5356 2.2960 3.4043 0.2340 0.0467 0.0172 -0.23
H 1.5631 1.8169 5.3913 0.0675 0.0089 0.0690 0.44
H -0.8583 1.3691 5.1823 -0.0575 -0.0157 0.0751 0.37
H -1.9158 1.2618 2.9672 -0.0625 -0.0071 -0.0322 0.40
H 0.9548 0.5671 -0.1253 -0.2745 0.1249 -0.0277 0.48
H -2.4636 -0.1359 0.7651 -0.0205 0.0608 0.0897 0.36
H -3.5028 -2.3483 0.5422 -0.0928 -0.0242 0.0426 0.43
H -2.3987 -4.0940 -0.8138 -0.0326 -0.0819 -0.0090 0.41
H -0.2935 -3.6259 -1.9511 0.0572 -0.0851 -0.0833 0.43
H 1.3372 -2.7646 -3.2467 0.0528 0.0703 0.1265 0.36
H 2.6977 -1.7134 -2.7910 -0.0976 -0.1553 0.0021 0.41
H 1.3076 -5.5716 0.0995 -0.0478 0.0010 0.0628 0.31
H 1.4102 -6.6237 -1.3227 -0.0475 -0.0810 -0.0488 0.29
H 2.3423 -7.0046 0.1324 0.0202 -0.1102 0.0763 0.38

***

The following HOMO values (in Ha) correspond, in order, to the records above: -0.30788 -0.46216 -0.29941.
The following strongest force on any atom values (in eV/Å) correspond, in order, to the records above: 5.66 5.16 0.58.
The following electronic energy values (in a.u.) correspond, in order, to the records above: -459.04536 -4624.48532 -1797.87343.